Density functional theory data (the ωB97M-V functional and the def2-TZVPD basis) for a molecular structure, C34H42AgAsN6O2S in a non-equilibrium geometry.

Maximum force   1.2 eV/Å
E_LUMO (spin up / spin down)   -0.14 / -0.14 eV
Energy above the lowest of the compared OMol25 structures with the same formula, charge and spin   19.06 kcal/mol
Energy   -124645.7943 eV
Gap between HOMO and LUMO (spin up / spin down)   6.0 / 6.0 eV
HOMO level (spin up / spin down)   -6.14 / -6.14 eV

ORCA input file:
```
! RIJCOSX wB97M-V def2-TZVPD def2/J DEFGRID3
* xyz 0 1
Ag 0.332 1.411 -0.166
C -1.561 -3.168 2.792
C -0.387 -2.976 3.506
C 0.423 -1.873 3.278
C 0.069 -0.893 2.329
C -1.115 -1.124 1.594
C -1.912 -2.228 1.826
N 0.829 0.201 1.985
C 1.724 0.794 2.761
C 1.835 0.653 4.182
C 2.861 1.226 4.877
C 3.851 2.003 4.230
C 3.712 2.281 2.903
C 2.632 1.749 2.155
N 2.303 2.189 0.923
N 3.072 2.989 0.311
C 2.461 3.653 -0.743
C 3.255 4.269 -1.715
C 2.644 5.042 -2.682
C 1.264 5.208 -2.653
C 0.550 4.547 -1.667
N 1.121 3.778 -0.746
H -2.191 -4.027 2.982
H -0.088 -3.703 4.253
H 1.354 -1.778 3.819
H -1.388 -0.405 0.828
H -2.824 -2.354 1.251
H 1.069 0.102 4.710
H 2.914 1.097 5.952
H 4.676 2.409 4.800
H 4.391 2.949 2.390
H 4.327 4.130 -1.690
H 3.236 5.532 -3.445
H 0.756 5.830 -3.376
H -0.529 4.620 -1.621
C -3.957 -3.250 -2.992
C -3.055 -2.047 -3.055
C -3.514 -0.795 -2.655
C -2.668 0.302 -2.641
C -1.338 0.155 -3.001
C -0.866 -1.080 -3.421
C -1.731 -2.163 -3.467
S -0.320 1.642 -2.850
C 0.632 1.372 -4.387
O -1.235 2.760 -3.163
H -4.999 -2.962 -3.127
H -3.871 -3.728 -2.013
H -3.696 -3.987 -3.751
H -4.549 -0.681 -2.353
H -3.018 1.280 -2.342
H 0.166 -1.211 -3.716
H -1.375 -3.118 -3.840
H -0.070 1.146 -5.187
H 1.352 0.570 -4.239
H 1.143 2.313 -4.582
C -2.006 1.919 2.950
As -2.584 2.680 1.270
C -2.034 4.534 1.281
C -4.527 2.706 1.280
O -2.031 1.879 -0.043
H -2.388 2.495 3.792
H -0.915 1.923 2.955
H -2.350 0.889 3.017
H -2.405 5.034 2.174
H -2.430 5.019 0.390
H -0.945 4.571 1.251
H -4.910 3.236 2.151
H -4.898 1.682 1.284
H -4.866 3.201 0.372
N 1.258 -0.642 -1.033
C 1.279 -1.712 -0.585
N 1.325 -2.904 -0.043
C 0.308 -3.906 -0.324
C 0.847 -4.934 -1.335
C 2.381 -4.992 -1.258
C 2.830 -4.817 0.193
C 2.511 -3.389 0.663
H -0.586 -3.409 -0.690
H 0.054 -4.389 0.623
H 0.537 -4.668 -2.348
H 0.423 -5.915 -1.106
H 2.809 -4.187 -1.860
H 2.742 -5.934 -1.670
H 3.900 -5.001 0.295
H 2.310 -5.548 0.818
H 3.338 -2.712 0.446
H 2.329 -3.364 1.738
*
```

Here are the Mulliken charges for atoms 1 to 6, given in e: 0.84, -0.83, -0.80, -0.58, -0.47, 0.00